ORCA calculation (wB97M-V/def2-TZVPD) on a cluster of 6 separate species, C38H66ClN8O2P2S in total at a distorted geometry.

- charge = +1
- orbital gap (eV) = 6.60
- F_max (eV/A) = 6.39
- total energy (hartree) = -3616.6986

Atoms and positions in Å:
C -5.12953 2.31300 1.72084
C -4.18137 1.53839 0.67443
N -3.31763 0.64017 1.44388
N -3.16683 -0.67560 0.95151
C -4.22063 -1.65572 1.46829
P -5.85716 -1.58660 0.53451
S -7.20401 -2.84078 1.13976
C -3.57044 -3.09103 1.16157
C -4.21299 -4.27161 1.96503
C -4.55112 -3.95288 3.46213
C -3.29942 -3.73618 4.37494
C -3.56395 -3.20134 5.72243
C -2.50660 -2.92334 6.68258
C -1.12237 -3.16792 6.28298
C -0.84479 -3.72168 4.94822
C -1.91472 -4.01785 4.00102
O -3.68800 -3.24160 -0.28383
C -2.67168 -2.39224 -0.83299
C -2.91459 -0.82975 -0.53910
P -1.24562 0.00877 -1.11638
O -1.21085 1.63077 -0.64914
Cl 0.39926 -0.87878 0.01112
H -5.05991 1.84314 2.73289
H -6.17978 2.28092 1.31098
H -4.84896 3.39300 1.78354
H -4.87351 1.07700 -0.06419
H -3.64266 2.36546 0.12693
H -2.39182 1.01642 1.66291
H -2.29370 -1.02456 1.39341
H -4.31710 -1.44129 2.56038
H -6.38094 -0.27005 0.77787
H -5.65871 -1.63784 -0.88620
H -2.46322 -3.11246 1.36774
H -5.08055 -4.70238 1.39477
H -3.44408 -5.10068 1.98046
H -5.09003 -4.85233 3.87528
H -5.28701 -3.10427 3.53527
H -4.62695 -3.01000 6.02312
H -2.75825 -2.53584 7.69400
H -0.29752 -2.93683 6.99076
H 0.22882 -3.89448 4.68978
H -1.69815 -4.45345 3.00255
H -2.76170 -2.48252 -1.95516
H -1.63133 -2.72259 -0.58105
H -3.78034 -0.54586 -1.18489
H -0.49163 1.77562 -0.00103
C 0.97465 1.61607 -5.89063
C -0.17565 2.52843 -5.48189
C -0.36720 2.60172 -3.96320
C -0.67240 1.25482 -3.42196
N -0.90777 0.17398 -2.98352
H 0.79714 0.58220 -5.58458
H 1.09264 1.61645 -6.97523
H 1.91669 1.95028 -5.44580
H -1.09544 2.17304 -5.95336
H 0.01366 3.53437 -5.86534
H -1.19221 3.27617 -3.71824
H 0.53660 2.98372 -3.47967
C 3.44471 -2.51949 -6.17395
C 4.67251 -1.83168 -6.75785
C 4.40712 -0.37665 -7.15539
C 3.34369 -0.31494 -8.19302
N 2.52323 -0.26837 -8.99427
H 2.63129 -2.57551 -6.90132
H 3.68802 -3.54085 -5.87912
H 3.08058 -1.98777 -5.29000
H 5.01502 -2.39665 -7.62908
H 5.47817 -1.85837 -6.02122
H 5.31647 0.07687 -7.55423
H 4.09098 0.20582 -6.28686
C -0.56494 0.49559 6.81126
C 0.80538 0.84556 6.23896
C 0.78909 2.08438 5.34983
C -0.11684 1.86036 4.18542
N -0.81335 1.68943 3.28609
H -1.28193 0.25532 6.02246
H -0.49282 -0.37853 7.45977
H -0.96721 1.32389 7.40114
H 1.17938 -0.00813 5.66908
H 1.50068 1.01142 7.06475
H 1.79569 2.28555 4.98586
H 0.44367 2.95634 5.91011
C 8.93203 -3.95823 -7.30469
C 9.39803 -3.35630 -5.98319
C 8.86454 -4.11229 -4.76283
C 7.37827 -4.08000 -4.75247
N 6.23085 -4.05280 -4.74740
H 7.84535 -3.91379 -7.40596
H 9.35869 -3.40685 -8.14427
H 9.24291 -5.00238 -7.39112
H 9.08088 -2.31072 -5.93780
H 10.49021 -3.36196 -5.95488
H 9.23490 -3.65356 -3.84429
H 9.19749 -5.15214 -4.77991
C 4.96557 0.83795 0.86912
C 3.60572 1.52228 0.95434
C 3.36043 2.23305 2.28214
C 3.40214 1.25656 3.39777
N 3.42613 0.49855 4.27363
H 5.06865 0.05336 1.62159
H 5.09354 0.36886 -0.10782
H 5.77613 1.55760 1.00920
H 2.82072 0.77813 0.80004
H 3.52656 2.25081 0.14297
H 2.37702 2.70912 2.26758
H 4.10934 3.00854 2.45751
C -2.71187 6.51502 2.46079
C -3.76093 7.49655 2.97262
C -5.16841 6.89531 3.01499
C -5.58970 6.48533 1.64916
N -5.92033 6.18058 0.58729
H -2.91391 6.21177 1.43084
H -1.72231 6.97537 2.47515
H -2.67795 5.61675 3.08407
H -3.75749 8.38431 2.33503
H -3.48330 7.82225 3.97788
H -5.87966 7.62841 3.39935
H -5.19318 6.02291 3.67194

Cartesian forces (eV/Å) of the 6 atoms listed first:
-0.1 -0.1 -0.8
-1.2 2.4 0.7
-0.2 0.3 -0.1
0.1 -0.8 -0.3
1.0 -0.9 -0.3
-1.5 0.2 0.5